C32H57HgN4OP2 as an isolated structure in a non-equilibrium geometry. Source: the Open Molecules 2025 dataset; level of theory: ωB97M-V with the def2-TZVPD basis set.

Structure (XYZ):
```
97
Properties=species:S:1:pos:R:3:forces:R:3
C -2.48892 1.00638 -1.78597 -0.648 -0.388 -0.423
C -2.74363 -1.24419 -1.08785 0.883 -0.055 0.087
C -3.65979 0.94586 -2.54542 0.569 1.025 0.246
C -4.00912 -1.30177 -1.74760 -0.071 0.137 -0.254
C -4.44548 -0.21410 -2.48105 0.365 -0.785 0.502
H -3.95663 1.81327 -3.12970 -0.077 -0.176 0.085
H -4.55086 -2.24887 -1.69266 -0.037 0.437 -0.094
H -5.39288 -0.26343 -3.00590 0.081 0.024 -0.013
N -2.06381 -0.04996 -1.10838 -0.073 -0.218 0.313
P -0.75455 2.49049 -0.10239 -0.357 0.088 0.321
P -0.48811 -2.44902 0.15598 -1.570 -0.521 0.162
C -1.59996 2.25957 -1.72948 0.014 -0.422 -0.391
H -0.80829 2.15847 -2.48732 -0.250 -0.073 0.248
H -2.18867 3.14222 -2.01160 0.205 -0.191 0.175
C -2.12876 -2.36677 -0.48252 -0.933 0.040 0.432
H -2.73184 -3.28513 -0.50755 0.387 0.289 -0.016
C 0.39470 -3.48967 -1.19741 0.482 0.214 0.340
C -0.54364 -3.49903 1.77067 0.197 0.406 -0.381
C 0.84472 3.48576 -0.36301 -0.058 0.076 0.005
C -2.05042 3.38673 0.92213 0.319 0.019 0.014
C 1.91028 -3.28053 -1.05541 0.177 -0.219 -0.232
H 2.30281 -3.66251 -0.10334 -0.120 0.128 -0.310
H 2.42695 -3.81727 -1.86811 -0.051 0.095 0.192
H 2.17202 -2.21954 -1.13031 -0.040 -0.256 0.121
C 0.04362 -4.98336 -1.12777 0.046 -0.158 -0.021
H 0.41285 -5.48757 -0.22779 -0.098 0.153 -0.264
H -1.03897 -5.14304 -1.21728 0.237 0.054 0.067
H 0.50874 -5.48610 -1.99202 -0.078 0.190 0.205
C -0.09963 -3.00538 -2.56634 -0.037 0.094 -0.077
H 0.43880 -3.55047 -3.35789 -0.103 0.082 0.254
H -1.17457 -3.19548 -2.68652 0.340 0.082 0.043
H 0.07525 -1.93559 -2.70476 -0.227 -0.256 -0.041
C 0.87509 -3.97946 2.11623 -0.028 -0.096 0.165
H 1.57135 -3.13221 2.18527 -0.104 -0.185 -0.055
H 0.84474 -4.47155 3.10084 0.036 0.100 -0.203
H 1.26873 -4.71155 1.40196 -0.103 0.220 0.213
C -1.02057 -2.58825 2.90962 0.027 0.037 0.036
H -0.34333 -1.73748 3.04940 -0.121 -0.148 -0.044
H -2.03912 -2.21995 2.73998 0.163 -0.074 -0.080
H -1.02879 -3.16351 3.85090 -0.017 0.134 -0.262
C -1.53050 -4.66387 1.68684 -0.051 -0.284 0.066
H -1.29166 -5.39198 0.90953 -0.065 0.175 0.194
H -1.50582 -5.20003 2.64763 -0.054 0.116 -0.169
H -2.55365 -4.30875 1.52576 0.175 -0.022 0.030
C -1.49795 3.63039 2.33772 -0.095 0.089 0.150
H -2.23344 4.24380 2.88430 0.263 -0.197 -0.068
H -1.36921 2.68342 2.88694 0.048 0.524 -0.274
H -0.54213 4.17263 2.33557 -0.345 -0.201 0.080
C -3.29300 2.48355 1.02175 -0.093 -0.278 0.020
H -3.72182 2.26406 0.03219 0.060 0.062 0.355
H -3.06819 1.53225 1.53514 -0.208 0.506 -0.512
H -4.05624 3.01284 1.62002 0.276 -0.167 -0.227
C -2.46877 4.71216 0.27551 -0.152 0.330 0.168
H -3.39150 5.04855 0.77084 0.199 -0.036 -0.143
H -1.72082 5.49936 0.41555 -0.272 -0.218 -0.061
H -2.69375 4.61545 -0.79361 0.036 0.064 0.279
C 1.25350 3.40551 -1.84004 0.094 -0.049 -0.189
H 0.52656 3.89691 -2.50120 0.185 -0.092 0.177
H 2.21858 3.91943 -1.97090 -0.237 -0.102 0.095
H 1.38443 2.36730 -2.16378 -0.082 0.318 0.080
C 1.95825 2.84333 0.48882 -0.031 -0.008 0.011
H 2.14489 1.80275 0.19041 -0.051 0.230 0.093
H 2.88621 3.41707 0.33720 -0.243 -0.160 0.069
H 1.72060 2.85576 1.56276 0.019 0.004 -0.246
C 0.71749 4.97188 0.00588 0.173 0.180 -0.076
H -0.00673 5.49028 -0.63680 0.246 -0.146 0.233
H 0.46547 5.13374 1.06134 0.047 0.020 -0.397
H 1.69894 5.44293 -0.16682 -0.263 -0.142 0.044
Hg -0.36633 0.12200 0.65225 0.146 -0.588 -0.798
C -1.95509 0.54069 3.20186 -0.204 -1.459 2.778
O -2.10380 0.14533 4.26682 0.263 1.039 -2.328
N 1.01749 0.05595 -1.52664 1.237 -0.658 -2.227
C 1.61313 -0.24201 -2.48413 0.065 1.547 1.547
C 2.61754 -0.29569 -3.59885 -0.178 -0.342 -0.218
C 2.17497 -1.33205 -4.62620 -0.181 -0.321 -0.177
C 2.69033 1.09159 -4.24392 -0.157 0.471 0.119
C 3.97933 -0.65837 -3.00426 0.230 -0.053 0.448
H 2.14564 -2.33151 -4.17378 -0.035 0.245 -0.196
H 1.17666 -1.07877 -5.00675 0.208 -0.187 0.022
H 2.87361 -1.35692 -5.47179 -0.109 0.085 0.233
H 3.06671 1.82648 -3.51572 -0.222 -0.152 -0.285
H 3.38957 1.08972 -5.09016 -0.176 -0.206 0.201
H 1.70119 1.40241 -4.61518 0.342 0.004 0.125
H 4.74085 -0.69708 -3.79209 -0.262 0.011 0.039
H 4.29102 0.10985 -2.28021 -0.063 -0.318 -0.124
H 3.94821 -1.63906 -2.50931 0.057 0.309 -0.101
C 2.48536 1.60611 4.99692 0.098 0.210 -0.279
N 1.90056 0.29355 4.70654 -0.055 -0.018 0.678
C 1.25045 -0.47031 5.78537 -0.190 -0.265 -0.205
C 1.77032 -0.07321 3.46033 -0.277 -0.193 -2.314
N 1.66014 -0.32280 2.31097 0.353 0.424 2.176
H 2.43881 1.75839 6.07809 0.115 0.044 -0.293
H 1.92715 2.40739 4.49088 0.098 -0.177 0.200
H 3.52565 1.63655 4.65254 -0.189 0.037 0.187
H 0.16011 -0.50078 5.64709 0.285 0.065 0.100
H 1.62684 -1.50063 5.79976 -0.042 0.274 0.076
H 1.48352 0.02645 6.73140 -0.062 -0.239 -0.228
```
Positions in Å, forces in eV/Å.

Properties
**HOMO level**: -8.37 eV
**Maximum force**: 0.0611 Eh/bohr
**Orbital gap**: 0.2114 hartree
**Charge**: +1

Atom charges from the Mulliken analysis, given in e for atoms 1 to 5: -0.4812, 0.5303, -0.9730, -1.1699, -0.6227